1.
A molecular structure, C6H13NO in a non-equilibrium geometry. Source: the Open Molecules 2025 dataset; level of theory: ωB97M-V/def2-TZVPD.

HOMO energy in eV: -7.51
E in a.u.: -366.314367
LUMO level in eV: 0.90

Structure (XYZ):
```
21
Properties=species:S:1:pos:R:3:forces:R:3
C 0.2090 -1.6985 -0.3351 -2.457 -0.347 -1.676
C -1.5580 -0.7450 -0.4936 3.398 -1.167 1.470
C 1.3277 -0.9865 -1.0657 -0.114 0.239 0.275
C 0.0637 2.5286 0.2804 0.181 -0.096 0.010
N -1.2753 0.6237 -0.4410 -0.662 1.140 -0.508
C -0.4751 1.1522 0.5399 0.918 -1.062 0.164
C -0.0529 0.3558 1.5575 -0.619 1.410 0.515
O 0.5908 -2.4103 0.8087 -0.125 0.414 0.172
H 1.1264 -1.8392 1.3726 -0.208 0.117 -0.026
H -1.2090 1.0865 -1.3365 -0.152 0.044 0.209
H -0.1794 -2.4885 -0.9763 0.253 -0.130 -0.177
H -2.0697 -1.0178 -1.4115 0.188 -0.230 0.092
H -1.9929 -1.1323 0.4214 -0.449 0.004 -0.149
H 2.0091 -1.7073 -1.5219 -0.031 -0.056 0.025
H 0.9297 -0.3529 -1.8570 -0.041 0.010 -0.078
H 1.9100 -0.3466 -0.4022 -0.041 0.018 0.057
H -0.7238 3.2768 0.3346 -0.141 0.031 -0.004
H 0.5334 2.6073 -0.7010 -0.049 -0.048 -0.146
H 0.8193 2.7907 1.0159 -0.020 -0.051 0.102
H 0.6694 0.7495 2.2569 -0.007 0.269 0.123
H -0.6524 -0.4462 1.9541 0.178 -0.509 -0.450
```
Positions in Å, forces in eV/Å.

---

2.
A molecular structure, C23H16O6PV in a non-equilibrium geometry. Source: the Open Molecules 2025 dataset; level of theory: ωB97M-V/def2-TZVPD.

HOMO energy (alpha / beta) in eV: -11.48 / -12.15
<S²>: 3.790
Total charge: +1
E in a.u.: -2622.576697
Spin multiplicity: 4
LUMO level (alpha / beta) in eV: -3.86 / -5.78

Structure (XYZ):
```
47
Properties=species:S:1:pos:R:3:forces:R:3
O -0.2072 2.9094 -3.2423 0.273 -3.871 0.268
C -0.1301 1.7493 -3.1675 -0.413 5.414 0.139
V -0.0396 -0.1923 -3.4984 -0.037 -0.350 -1.306
C 0.0057 -2.0555 -2.6493 0.126 -4.834 0.194
O 0.0477 -3.2037 -2.4978 -0.143 3.757 -0.226
C -0.0152 -0.7507 -5.3900 -0.111 -4.144 -0.338
O -0.0358 -1.3993 -6.3606 0.077 2.367 1.174
C 1.9262 -0.2655 -3.6420 5.633 -0.102 -1.038
O 3.0511 -0.3087 -3.9051 -3.611 0.087 1.006
C -2.0077 -0.3123 -3.6120 -5.830 -0.318 -0.552
O -3.1523 -0.3846 -3.7698 3.908 0.208 0.601
H 0.0169 0.4882 -5.0910 -0.006 1.408 -0.572
O 0.0336 -1.0436 -0.7916 0.233 0.456 0.506
P 0.0147 -0.2683 0.5175 -0.307 -0.805 -0.212
C 1.5196 0.7247 0.6345 0.066 0.094 0.158
C 1.9030 1.5147 -0.4576 0.152 0.001 0.225
C 3.1607 2.1068 -0.4829 0.070 -0.171 0.037
C 4.0499 1.9120 0.5804 -0.311 0.161 0.103
C 3.6330 1.2098 1.7134 0.084 0.006 -0.310
C 2.3880 0.5806 1.7266 -0.110 0.231 -0.152
C -1.5499 0.6126 0.5709 -0.310 0.267 0.032
C -2.6570 0.0792 1.2612 0.200 0.513 -0.038
C -3.8970 0.7187 1.1800 0.282 0.049 -0.551
C -4.0827 1.7649 0.2650 0.237 -0.162 0.483
C -2.9862 2.2738 -0.4246 0.166 0.296 -0.492
C -1.7141 1.7296 -0.2549 -0.423 -0.221 0.258
C -0.0048 -1.3340 1.9543 0.034 -0.091 0.236
C 0.2481 -2.6992 1.7956 0.183 0.150 0.137
C 0.3673 -3.5070 2.9262 -0.293 0.197 0.291
C 0.1436 -2.9675 4.2052 0.138 -0.006 -0.437
C -0.1266 -1.6052 4.3541 -0.086 0.186 -0.178
C -0.2012 -0.7824 3.2280 0.149 -0.422 0.117
H 1.2161 1.6491 -1.2923 0.313 -0.039 0.281
H 3.4573 2.7121 -1.3363 -0.016 -0.124 0.135
H 5.0546 2.3371 0.5300 -0.368 -0.070 0.091
H 4.2895 1.1475 2.5785 -0.109 -0.150 -0.207
H 2.0848 -0.0268 2.5782 0.190 0.211 -0.200
H -2.5379 -0.8161 1.8693 -0.052 0.307 -0.035
H -4.7145 0.3959 1.8121 -0.035 -0.158 -0.196
H -5.0726 2.1944 0.1164 0.275 -0.034 0.121
H -3.1097 3.1141 -1.1167 -0.035 -0.294 0.311
H -0.8555 2.1472 -0.7748 -0.233 0.073 0.205
H 0.3615 -3.1045 0.7865 0.070 0.087 0.380
H 0.6240 -4.5559 2.8028 -0.161 0.141 0.107
H 0.1751 -3.6041 5.0895 0.107 0.127 -0.282
H -0.2711 -1.1672 5.3442 -0.003 -0.232 -0.302
H -0.4032 0.2828 3.3371 0.040 -0.195 0.027
```
Positions in Å, forces in eV/Å.

---

3.
A molecular structure, C44H34Cl2N2O7PSV in a non-equilibrium geometry. Source: the Open Molecules 2025 dataset; level of theory: ωB97M-V/def2-TZVPD.

HOMO energy (alpha / beta) in eV: -7.41 / -7.58
<S²>: 2.019
E in a.u.: -4937.311659
Spin multiplicity: 3
LUMO level (alpha / beta) in eV: -0.55 / -0.71

Structure (XYZ):
```
92
Properties=species:S:1:pos:R:3:forces:R:3
V 0.2189 0.8104 -0.3905 1.585 -0.231 -2.933
O 1.0132 -1.4717 -3.7022 0.360 0.089 0.498
N 0.1978 -0.5979 -4.3851 -0.021 0.600 -0.440
C -1.0242 -0.9285 -4.3638 -0.032 0.019 0.007
C -1.5853 -2.1324 -3.7345 0.170 -0.360 0.345
C -2.4122 -2.9068 -4.5517 0.065 0.134 0.014
C -2.7849 -4.1846 -4.1904 -0.057 -0.155 -0.014
C -2.3186 -4.7150 -2.9990 -0.031 -0.047 0.056
C -1.5691 -3.9289 -2.1436 0.041 0.093 -0.057
C -1.2145 -2.6190 -2.4644 -0.127 0.236 -0.337
P -0.4289 -1.6322 -1.0779 -0.587 -1.038 -0.128
C 0.9066 -2.8008 -0.6136 0.013 -0.033 0.127
C 1.1654 -3.0835 0.7265 0.070 -0.004 -0.124
C 2.1660 -3.9762 1.0781 -0.051 -0.017 0.073
C 2.9303 -4.5921 0.0994 0.024 -0.017 0.014
C 2.6866 -4.3105 -1.2360 0.022 -0.011 0.034
C 1.6819 -3.4240 -1.5914 -0.068 0.009 0.012
C -1.7942 -2.0167 0.1208 0.016 0.108 0.022
C -1.9407 -3.1839 0.8701 -0.004 0.080 0.140
C -3.0722 -3.3907 1.6452 0.031 -0.030 0.013
C -4.0709 -2.4304 1.7014 -0.033 0.010 0.004
C -3.9462 -1.2717 0.9504 -0.048 -0.017 -0.069
C -2.8263 -1.0774 0.1553 0.067 -0.013 -0.097
H 1.7951 -0.9368 -3.4909 -0.069 -0.044 -0.041
H -1.6524 -0.3261 -5.0090 -0.082 0.140 0.161
H -2.7316 -2.4966 -5.5024 0.041 -0.016 -0.022
H -3.4080 -4.7809 -4.8440 -0.012 0.031 -0.023
H -2.5552 -5.7333 -2.7191 -0.020 0.000 -0.005
H -1.2440 -4.3477 -1.2026 -0.022 -0.036 -0.044
H 0.5801 -2.6168 1.5043 0.005 -0.053 0.001
H 2.3293 -4.2042 2.1249 0.028 0.021 -0.002
H 3.7053 -5.2949 0.3774 0.010 -0.001 -0.009
H 3.2747 -4.7932 -2.0059 -0.003 0.025 -0.023
H 1.4875 -3.2195 -2.6336 0.006 -0.098 0.019
H -1.1784 -3.9500 0.8596 0.037 0.020 0.000
H -3.1775 -4.3159 2.1978 0.029 0.029 0.046
H -4.9473 -2.5928 2.3157 -0.005 0.004 -0.002
H -4.7272 -0.5214 0.9684 -0.012 -0.014 -0.016
H -2.7494 -0.1884 -0.4623 -0.027 0.040 0.049
C 3.7575 -2.2025 4.7973 0.119 -0.020 -0.072
O 2.4765 -1.8515 5.2932 -0.100 0.077 0.027
C 1.6382 -1.2137 4.4554 0.024 0.078 -0.242
C 0.4138 -0.7906 5.0271 -0.180 0.052 0.201
C -0.4888 -0.1225 4.2609 0.089 -0.060 0.169
C -0.2537 0.1432 2.8901 0.130 0.000 -0.453
C -1.1887 0.8373 2.0848 0.036 -0.181 0.616
C -2.4561 1.4083 2.6516 0.022 0.013 -0.197
O -0.9657 1.0111 0.8577 -3.549 0.553 3.737
C 0.9722 -0.3176 2.2932 -0.083 0.083 0.194
O 1.2586 -0.1855 1.0487 -0.222 -0.236 0.327
C 1.9104 -0.9698 3.1311 0.209 -0.063 -0.061
H 4.2861 -2.6609 5.6278 -0.007 -0.003 -0.013
H 4.3009 -1.3175 4.4568 -0.016 -0.006 0.033
H 3.6853 -2.9115 3.9687 -0.030 -0.011 0.043
H 0.2335 -0.9994 6.0723 -0.012 0.006 -0.002
H -1.4106 0.2156 4.7152 -0.018 -0.013 -0.008
H -3.0409 0.6264 3.1349 -0.010 0.004 0.016
H -3.0411 1.8476 1.8463 0.011 0.003 0.018
H -2.2261 2.1757 3.3923 -0.008 -0.012 0.024
H 2.8274 -1.2871 2.6547 -0.008 -0.009 0.027
Cl 4.3676 -0.7179 -2.0783 0.071 -0.030 -0.077
C 4.1058 0.5812 -0.9710 -0.541 0.036 0.005
C 5.1791 1.1147 -0.2455 0.096 0.169 0.115
C 4.9800 2.1173 0.6639 0.112 -0.150 -0.134
Cl 6.3289 2.7499 1.5504 0.092 0.058 0.044
C 3.6856 2.6283 0.9113 -0.333 0.058 -0.098
C 3.3544 3.6553 1.8191 -0.177 -0.075 -0.037
C 2.0366 3.9936 1.9902 0.199 0.148 0.115
C 1.0369 3.3183 1.2765 0.030 -0.141 -0.004
N 1.3120 2.3840 0.3919 0.461 0.783 0.608
C 2.6149 2.0543 0.1953 0.595 0.058 -0.170
C 2.8124 1.0318 -0.7788 0.616 0.191 0.012
O 1.7505 0.5822 -1.3820 1.701 -0.845 -1.151
H 6.1707 0.7199 -0.4170 0.024 0.029 0.031
H 4.1368 4.1588 2.3694 -0.004 -0.008 0.036
H 1.7580 4.7737 2.6845 -0.040 -0.006 -0.005
H -0.0090 3.5449 1.4468 -0.004 -0.025 -0.021
O -3.7584 7.8311 -3.5510 -0.128 0.178 -0.017
C -3.0660 7.4635 -2.4502 0.076 0.025 0.097
O -2.8894 8.2647 -1.5729 0.001 -0.006 -0.051
C -2.5550 6.0664 -2.3964 -0.026 -0.155 -0.045
C -2.9836 5.0489 -3.2517 0.062 0.107 0.096
C -2.4967 3.7657 -3.1129 0.031 -0.047 0.036
C -1.5657 3.4517 -2.1160 0.096 0.083 0.146
S -1.0416 1.7864 -2.0316 -0.600 -0.138 -1.035
C -1.1173 4.4772 -1.2798 -0.057 -0.048 -0.071
C -1.6151 5.7581 -1.4160 -0.034 0.112 0.019
H -3.7996 7.1210 -4.1979 0.088 -0.101 -0.006
H -3.7228 5.2295 -4.0246 -0.017 -0.011 0.000
H -2.8280 2.9743 -3.7717 -0.053 0.023 -0.012
H -0.3684 4.2649 -0.5318 -0.042 0.022 -0.071
H -1.2820 6.5540 -0.7630 -0.002 0.002 0.009
```
Positions in Å, forces in eV/Å.

---

4.
A single CH4N2O molecule in a non-equilibrium geometry. Source: the Open Molecules 2025 dataset; level of theory: ωB97M-V/def2-TZVPD.

HOMO energy in eV: -9.80
SMILES string: NC(N)=O
E in a.u.: -225.266397
LUMO level in eV: 0.67

Structure (XYZ):
```
8
Properties=species:S:1:pos:R:3:forces:R:3
N -0.3993 -0.3945 1.0575 0.775 1.683 1.145
C -0.1958 -0.2641 -0.2488 -0.930 -1.688 -4.842
N 0.8762 0.5092 -0.7774 -1.261 0.428 3.113
O -0.8907 -0.9412 -1.0785 1.974 1.579 2.408
H -0.1490 0.3159 1.7713 -0.148 -1.458 -0.827
H -0.7409 -1.3108 1.1861 -0.836 -0.580 1.281
H 0.9159 1.3783 -0.2193 0.535 -0.440 -0.607
H 0.5837 0.7072 -1.6910 -0.110 0.475 -1.670
```
Positions in Å, forces in eV/Å.

---

5.
A single C3H6O2 molecule. Source: the Open Molecules 2025 dataset; level of theory: ωB97M-V/def2-TZVPD.

HOMO energy in eV: -9.11
SMILES string: O/C=C\CO
E in a.u.: -268.353503
LUMO level in eV: 0.85

Structure (XYZ):
```
11
Properties=species:S:1:pos:R:3:forces:R:3
O -1.9068 -0.1907 -0.1454 0.161 -0.135 -0.123
C -1.1070 0.6929 0.4904 0.148 0.194 0.166
C 0.2173 0.5727 0.6332 -0.179 0.028 -0.058
C 0.9464 -0.5947 0.0300 0.047 -0.107 0.311
O 0.7442 -0.6693 -1.3844 -0.004 0.204 -0.175
H -1.3447 -0.8233 -0.6226 -0.127 0.107 -0.032
H -1.6757 1.5333 0.8795 0.124 -0.128 0.014
H 0.7646 1.3557 1.1458 -0.090 -0.110 -0.028
H 0.5552 -1.5472 0.4064 0.062 0.092 0.085
H 2.0147 -0.5694 0.2783 -0.146 0.067 -0.096
H 0.7919 0.2399 -1.7111 0.004 -0.210 -0.063
```
Positions in Å, forces in eV/Å.

---

6.
2 unconnected molecules or ions with the total composition CBr2O2 in a non-equilibrium geometry. Source: the Open Molecules 2025 dataset; level of theory: ωB97M-V/def2-TZVPD.

HOMO energy (alpha / beta) in eV: -11.37 / -8.87
E in a.u.: -5336.361237
LUMO level (alpha / beta) in eV: -0.68 / -3.65

Structure (XYZ):
```
5
Properties=species:S:1:pos:R:3:forces:R:3
C 0.6505 0.2325 0.6318 1.572 0.579 1.744
O 0.9432 -0.7658 1.5308 1.076 -0.285 -0.578
O -0.3550 -0.1030 1.3971 -2.332 0.113 -0.268
Br -2.3050 0.2946 -2.4117 0.096 -0.011 0.031
Br 1.0663 0.3417 -1.1481 -0.412 -0.396 -0.930
```
Positions in Å, forces in eV/Å.

---

Relative energy (zero: lowest compared OMol25 entry of this formula, charge and spin) readings, ordered: 313.8, 0.0, 112.7, 67.2, 135.8, 538.7 kJ/mol